Record 1
{"formula": "C34H34GeNOPdS3", "method": "ωB97M-V with the def2-TZVPD basis set", "symbols": ["Pd", "Ge", "S", "S", "S", "O", "N", "C", "C", "C", "C", "C", "C", "C", "C", "C", "C", "C", "C", "C", "C", "C", "C", "C", "C", "C", "C", "C", "C", "C", "C", "C", "C", "C", "C", "C", "C", "C", "C", "C", "C", "H", "H", "H", "H", "H", "H", "H", "H", "H", "H", "H", "H", "H", "H", "H", "H", "H", "H", "H", "H", "H", "H", "H", "H", "H", "H", "H", "H", "H", "H", "H", "H", "H", "H"], "coordinates": [[0.331, 1.156, 0.584], [-2.315, 0.153, -0.206], [0.563, 3.677, 0.011], [3.270, 4.345, 2.691], [3.410, 1.737, 0.071], [0.330, 0.788, 2.980], [5.093, -7.131, -2.489], [-2.028, 0.751, -2.971], [3.519, -2.613, -1.849], [-4.992, 1.367, 0.000], [2.210, 4.133, -0.640], [4.287, 2.856, 2.503], [-6.381, 1.319, -0.036], [-2.336, -0.687, 2.497], [-1.410, -2.401, 1.100], [-1.629, -2.762, 3.474], [2.580, -2.686, -0.819], [-1.930, -1.116, 1.227], [2.982, 2.953, -1.177], [3.864, -4.985, -1.711], [-4.245, 0.214, -0.241], [-6.283, -1.030, -0.553], [4.548, -6.178, -2.151], [4.708, 2.529, 1.073], [-1.686, -0.194, -2.001], [-2.186, -1.497, 3.615], [-4.898, -0.986, -0.519], [-0.595, -1.510, -3.699], [1.574, 3.670, 2.675], [-0.960, -1.323, -2.373], [2.278, -3.927, -0.253], [1.925, -1.498, -0.350], [-1.652, 0.567, -4.295], [-0.937, -0.566, -4.658], [-1.411, 1.805, 0.432], [1.351, -0.523, 0.099], [0.652, 4.378, 1.687], [2.914, -5.072, -0.696], [4.161, -3.756, -2.290], [-1.257, -3.215, 2.216], [-7.023, 0.121, -0.311], [2.380, 2.404, -1.904], [5.531, 1.815, 1.100], [2.686, -6.034, -0.258], [-6.958, 2.215, 0.149], [5.182, 3.051, 3.096], [-0.663, -2.059, -1.642], [-0.572, 0.946, 3.280], [1.638, 2.611, 2.455], [-6.787, -1.963, -0.771], [3.741, -1.654, -2.297], [2.019, 4.857, -1.434], [-0.651, -0.716, -5.691], [-1.923, 1.302, -5.041], [-0.041, -2.396, -3.981], [5.049, 3.423, 0.549], [-2.523, -1.156, 4.586], [-0.382, 4.348, 2.036], [-2.609, 1.628, -2.703], [-8.104, 0.083, -0.339], [4.894, -3.702, -3.084], [3.893, 3.287, -1.674], [-1.687, 2.839, 0.210], [3.756, 2.023, 2.963], [-4.330, -1.890, -0.712], [1.550, -3.978, 0.546], [-0.859, -4.215, 2.101], [1.174, 3.787, 3.682], [2.748, 4.620, 0.171], [-4.501, 2.310, 0.214], [-2.817, 0.283, 2.610], [-1.128, -2.790, 0.132], [0.468, -0.163, 3.103], [0.934, 5.424, 1.562], [-1.504, -3.400, 4.339]], "charge": 1, "gap_ev": [5.35, 5.38], "lumo_ha": [-0.2006, -0.1998], "spin_multiplicity": 1, "homo_energy_ev": [-10.8, -10.8]}

---

Record 2
{"formula": "C34H34N3O3PSTi", "method": "ωB97M-V with the def2-TZVPD basis set", "symbols": ["Ti", "S", "P", "O", "O", "O", "N", "N", "N", "C", "C", "C", "C", "C", "C", "C", "C", "C", "C", "C", "C", "C", "C", "C", "C", "C", "C", "C", "C", "C", "C", "C", "C", "C", "C", "C", "C", "C", "C", "C", "C", "C", "C", "H", "H", "H", "H", "H", "H", "H", "H", "H", "H", "H", "H", "H", "H", "H", "H", "H", "H", "H", "H", "H", "H", "H", "H", "H", "H", "H", "H", "H", "H", "H", "H", "H", "H"], "coordinates": [[-0.077, 0.502, 0.750], [-2.869, -0.013, 1.325], [-1.039, -0.151, -1.614], [-2.220, 1.309, 1.242], [-3.952, -0.102, 2.281], [-1.804, -1.023, 1.506], [0.013, 0.349, 3.367], [1.785, 1.554, -0.021], [1.679, -0.695, 1.508], [4.875, 0.705, 2.687], [0.781, -3.920, -3.555], [-0.352, -3.303, -4.143], [-4.889, -0.404, -2.744], [-1.027, -2.263, -3.542], [5.067, 1.745, 1.799], [-0.953, 1.065, -2.968], [-1.579, 3.271, -3.600], [3.743, -0.105, 2.645], [0.942, -3.701, 3.670], [-3.523, -0.314, -2.760], [-0.129, 1.954, -5.025], [1.044, 1.230, 3.925], [0.588, -2.335, -1.753], [-4.926, -0.407, -0.337], [-0.189, 0.932, -4.106], [-5.593, -0.456, -1.580], [2.227, 1.489, -1.418], [2.953, 1.188, 0.818], [-0.099, -1.772, 4.588], [-2.843, -0.244, -1.525], [-0.903, 3.079, -4.811], [1.222, -3.450, -2.344], [-0.482, -1.731, -2.343], [2.792, 0.053, 1.619], [0.380, -1.009, 3.524], [3.995, 2.061, 0.974], [0.137, -3.127, 4.630], [1.267, -1.559, 2.551], [1.218, 2.899, 0.237], [-3.564, -0.275, -0.308], [-1.547, 2.283, -2.644], [-1.248, 0.661, 4.022], [1.550, -2.926, 2.666], [-0.352, -3.666, 5.395], [3.997, 2.968, 0.404], [-2.072, -0.060, 3.842], [3.190, 2.036, -1.526], [-5.482, -0.485, 0.560], [-0.644, -1.337, 5.412], [0.387, 0.054, -4.276], [1.179, -4.783, 3.680], [1.023, -1.884, -0.850], [3.439, -0.832, 3.412], [-5.457, -0.486, -3.688], [-0.736, -3.750, -5.079], [1.250, -4.740, -4.043], [2.246, -3.389, 1.988], [-2.107, 4.177, -3.430], [0.462, 1.898, -5.946], [1.497, 1.944, -2.051], [-3.013, -0.356, -3.706], [-6.666, -0.580, -1.638], [-1.918, -1.935, -4.011], [-1.537, 1.657, 3.644], [5.632, 0.462, 3.464], [-0.927, 3.833, -5.590], [0.508, 2.820, 1.066], [2.116, -3.934, -1.896], [0.913, 2.281, 3.516], [2.350, 0.435, -1.668], [2.050, 0.875, 3.715], [0.876, 1.359, 5.002], [2.006, 3.634, 0.448], [5.870, 2.415, 1.897], [-2.103, 2.357, -1.715], [0.707, 3.270, -0.644], [-1.132, 0.697, 5.122]], "s_squared": 2.00, "charge": 0, "gap_ev": [6.76, 7.19], "lumo_ha": [0.0102, 0.0092], "spin_multiplicity": 3, "homo_energy_ev": [-6.5, -6.9]}

---

Record 3
{"formula": "C34H34N7Sc", "method": "ωB97M-V with the def2-TZVPD basis set", "symbols": ["Sc", "N", "N", "N", "N", "N", "N", "N", "C", "C", "C", "C", "C", "C", "C", "C", "C", "C", "C", "C", "C", "C", "C", "C", "C", "C", "C", "C", "C", "C", "C", "C", "C", "C", "C", "C", "C", "C", "C", "C", "C", "C", "H", "H", "H", "H", "H", "H", "H", "H", "H", "H", "H", "H", "H", "H", "H", "H", "H", "H", "H", "H", "H", "H", "H", "H", "H", "H", "H", "H", "H", "H", "H", "H", "H", "H"], "coordinates": [[-0.711, 0.790, 0.230], [-2.355, -0.357, 1.163], [0.265, -3.583, -0.442], [-2.250, 1.867, -0.575], [-1.262, 4.066, -0.610], [-0.609, -1.323, -0.876], [-3.990, 0.181, -0.529], [-0.259, 2.779, 1.163], [2.437, 2.368, -0.973], [0.553, -5.661, 0.811], [-2.192, 3.186, -0.947], [0.186, -6.474, -0.436], [-2.778, -2.289, 2.535], [-5.491, 2.369, -2.185], [4.425, 1.655, 1.047], [0.528, 2.847, 2.260], [-3.913, -2.602, 1.753], [-4.255, -1.786, 0.718], [-0.379, 3.907, 0.382], [4.504, -0.582, 0.223], [-0.110, -4.292, 0.794], [0.445, 5.037, 0.665], [6.127, 0.147, 1.843], [1.010, -4.311, -1.475], [3.883, 0.668, 0.226], [-3.481, 1.355, -0.902], [-0.202, -2.388, -0.674], [-3.498, -0.610, 0.422], [0.344, -5.655, -1.739], [-3.864, 4.692, -2.244], [5.529, 1.397, 1.847], [1.243, 5.059, 1.768], [2.587, 0.897, -0.545], [1.267, 3.937, 2.620], [2.547, 0.059, -1.845], [1.409, 0.483, 0.332], [-3.401, 3.515, -1.662], [-5.931, 3.536, -2.777], [-2.055, -1.185, 2.188], [5.609, -0.842, 1.020], [-4.214, 2.360, -1.630], [-5.125, 4.686, -2.806], [-5.508, 5.585, -3.272], [1.681, 0.358, -2.437], [0.811, -7.368, -0.472], [0.569, 1.947, 2.865], [-6.110, 1.482, -2.144], [1.792, -0.031, 1.226], [6.987, -0.056, 2.469], [1.849, 5.928, 1.992], [-5.119, -1.972, 0.098], [4.116, -1.374, -0.404], [3.285, 2.676, -1.591], [3.450, 0.227, -2.437], [2.042, -4.452, -1.146], [2.448, -1.007, -1.640], [5.927, 2.183, 2.479], [-6.918, 3.573, -3.222], [1.635, -5.548, 0.892], [6.067, -1.824, 0.994], [-0.635, -5.472, -2.185], [-3.245, 5.580, -2.248], [-1.162, -0.925, 2.755], [0.940, -6.198, -2.473], [3.978, 2.640, 1.085], [1.029, -3.703, -2.378], [0.203, -3.703, 1.658], [-0.847, -6.813, -0.341], [-2.484, -2.901, 3.376], [-1.197, -4.401, 0.838], [1.864, 3.927, 3.521], [-4.515, -3.469, 1.992], [1.522, 2.486, -1.558], [2.373, 3.037, -0.117], [0.222, -6.187, 1.706], [0.376, 5.873, -0.014]], "charge": 0, "gap_ev": [6.88, 5.20], "lumo_ha": [-0.0084, 0.0048], "spin_multiplicity": 1, "homo_energy_ev": [-7.1, -5.1]}

---

Energy relative to the best compared isomer or geometry (same formula, charge and spin): 127.3 13.7 24.7 (kcal per mole)